The following is a DFT calculation (ωB97M-V with the def2-TZVPD basis set) of the molecule C5H11NO at a distorted geometry.

```
18
Properties=species:S:1:pos:R:3:lowdin_charge:R:1
H -1.38013 0.03442 -2.12639 0.052
N -1.32230 0.88984 -1.53468 0.141
C -0.57009 0.70046 -0.52492 -0.371
C -0.47479 1.81574 0.53653 -0.046
C 0.08970 -0.66643 -0.25299 -0.608
C -0.58197 -1.18784 1.06579 0.013
C 1.61175 -0.40228 -0.08548 -0.047
O -0.19342 -1.52481 -1.29372 -0.043
H -0.84900 2.84317 0.22044 0.100
H 0.59508 1.82099 0.89655 0.077
H -0.97732 1.58943 1.48584 0.065
H 0.13315 -1.94962 1.48885 0.111
H -1.59417 -1.49273 0.92742 0.084
H -0.67536 -0.30842 1.62542 0.030
H 2.18521 -1.38766 -0.11800 0.095
H 2.08238 0.13488 -0.97343 0.100
H 1.98023 0.13890 0.86151 0.099
H -0.05895 -1.04804 -2.19876 0.147
```

## Properties
* E_LUMO: 0.80 eV
* energy relative to the best compared isomer or geometry (same formula, charge and spin): 178.8 kJ/mol
* Kohn-Sham gap: 10.55 eV
* E_HOMO: -9.8 eV
* net charge: 0

The following is a DFT calculation (ωB97M-V with the def2-TZVPD basis set) of a structure of composition C5H11NO.

```
18
Properties=species:S:1:pos:R:3:lowdin_charge:R:1
C 0.80697 -2.18210 0.79008 -0.119
C -0.19723 -1.67394 -0.23931 -0.252
C -1.16601 -0.64343 0.33930 -0.213
N -0.48401 0.52996 0.87954 0.010
C -0.11968 1.56443 0.09681 -0.285
O -0.39994 1.41051 -1.16774 -0.094
C 0.55438 2.90257 -1.07174 0.008
H 1.46649 -2.94385 0.36268 0.069
H 1.43735 -1.36299 1.15424 0.065
H 0.29699 -2.62612 1.65463 0.072
H 0.32560 -1.20614 -1.08100 0.103
H -0.77908 -2.51086 -0.64665 0.107
H -1.84042 -0.28666 -0.44510 0.110
H -1.77514 -1.08104 1.13864 0.119
H -0.24846 0.56610 1.85865 0.123
H 1.29081 2.55661 -1.79786 0.069
H 1.05381 3.47782 -0.28970 0.039
H -0.22242 3.50915 -1.53548 0.070
```

## Properties
* E_LUMO: 1.01 eV
* energy relative to the best compared isomer or geometry (same formula, charge and spin): 472.1 kJ/mol
* Kohn-Sham gap: 8.50 eV
* E_HOMO: -7.5 eV
* net charge: 0

The following is a DFT calculation (ωB97M-V with the def2-TZVPD basis set) of the molecule C5H11NO.

```
18
Properties=species:S:1:pos:R:3:lowdin_charge:R:1
C 2.85899 0.33454 -0.14953 -0.074
N 1.47641 0.31251 -0.60065 0.010
C 0.46686 0.02413 0.27561 -0.487
O 0.66596 -0.22732 1.45619 0.044
C -0.94489 -0.07629 -0.29466 -0.355
C -1.47593 -1.44856 0.09828 -0.074
C -1.86225 1.01727 0.27167 -0.067
H 3.25063 1.36128 -0.09869 0.083
H 3.49350 -0.26507 -0.81891 0.082
H 2.86927 -0.10750 0.85406 0.083
H 1.25913 0.60349 -1.54397 0.132
H -0.90934 0.05517 -1.38942 0.130
H -1.39117 -1.58773 1.18593 0.087
H -0.91197 -2.27756 -0.34612 0.085
H -2.53193 -1.55284 -0.16340 0.078
H -2.88531 0.85802 -0.09201 0.078
H -1.86125 0.93838 1.36159 0.084
H -1.56671 2.03807 -0.00596 0.081
```

## Properties
* E_LUMO: 0.92 eV
* energy relative to the best compared isomer or geometry (same formula, charge and spin): 13.6 kJ/mol
* Kohn-Sham gap: 10.54 eV
* E_HOMO: -9.6 eV
* net charge: 0

The following is a DFT calculation (ωB97M-V with the def2-TZVPD basis set) of a cluster of 2 separate species, C5H11NO in total at a distorted geometry.

```
18
Properties=species:S:1:pos:R:3:lowdin_charge:R:1
C 2.44492 -0.44277 2.09420 -0.023
C 1.54596 -0.93154 1.24033 -0.216
C 0.62647 -0.15962 0.39404 -0.131
C -0.06877 -0.80719 -0.53716 -0.178
N -1.00233 -0.30655 -1.45265 -0.094
C -0.65791 0.97018 -2.09060 -0.093
H 3.05319 -1.16098 2.64225 0.042
H 2.89015 0.53179 2.26241 0.051
H 1.37796 -2.00430 1.22913 0.095
H 0.65255 0.89234 0.65342 0.106
H -0.05402 -1.89235 -0.57517 0.118
H -1.36645 -1.01182 -2.06853 0.108
H 0.13920 0.86587 -2.83393 0.081
H -1.48565 1.34164 -2.69852 0.079
H -0.45871 1.63165 -1.26184 0.068
O -2.77948 1.09738 0.83734 -0.063
H -2.17783 1.22735 1.56248 0.019
H -2.67924 0.15893 0.60281 0.031
```

## Properties
* E_LUMO: 0.87 eV
* energy relative to the best compared isomer or geometry (same formula, charge and spin): 227.2 kJ/mol
* Kohn-Sham gap: 8.72 eV
* E_HOMO: -7.8 eV
* net charge: 0

The following is a DFT calculation (ωB97M-V with the def2-TZVPD basis set) of the ion C5H11NO with charge +1 at a distorted geometry.

```
18
Properties=species:S:1:pos:R:3:lowdin_charge:R:1
C 2.01130 -0.15682 -1.11347 -0.017
C 1.02529 0.15967 0.00801 -0.387
C -0.41244 0.25720 -0.50985 -0.128
C -1.49273 0.38272 0.56961 -0.141
C -2.88408 -0.08541 0.19126 -0.245
O -3.08722 -0.90959 -0.65160 0.091
N 1.23438 -0.65656 1.12205 0.330
H 1.70618 -1.04577 -1.65757 0.103
H 2.11328 0.69170 -1.78639 0.104
H 3.02944 -0.32332 -0.74890 0.095
H 1.32878 1.19049 0.32210 0.218
H -0.62552 -0.57613 -1.18116 0.134
H -0.43340 1.13260 -1.15149 0.138
H -1.47520 1.39814 0.97272 0.127
H -1.27998 -0.32172 1.38960 0.113
H -3.68117 0.24478 0.88222 0.134
H 0.72032 -0.48747 1.99188 0.160
H 2.20276 -0.89451 1.35096 0.168
```

## Properties
* E_LUMO (spin up / spin down): -3.59 / -8.69 eV
* energy relative to the best compared isomer or geometry (same formula, charge and spin): 169.7 kJ/mol
* Kohn-Sham gap (spin up / spin down): 9.94 / 4.83 eV
* E_HOMO (spin up / spin down): -13.5 / -13.5 eV
* spin multiplicity: 2
* net charge: +1

The following is a DFT calculation (ωB97M-V with the def2-TZVPD basis set) of a cluster of 2 separate species, C5H11NO in total at a distorted geometry.

```
18
Properties=species:S:1:pos:R:3:lowdin_charge:R:1
C 0.85659 1.17897 -1.24690 -0.046
N -1.30515 -0.67782 -0.33456 0.261
C -0.01686 -0.65946 0.19495 -0.248
C 0.95378 0.24541 -0.15412 0.018
C 0.23248 -3.02101 0.83449 0.087
C 0.22337 -1.68817 1.22112 -0.080
H -0.02723 0.89063 -1.83005 0.089
H 1.65460 1.36739 -1.90727 0.097
H 0.75046 2.23325 -1.03409 0.103
H -1.47236 -0.04797 -1.06858 0.094
H -1.84939 -1.52854 -0.24350 0.146
H 1.98296 0.32271 0.34618 0.180
H 0.16391 -3.43209 -0.17102 0.076
H 0.28862 -3.89688 1.49443 0.082
H 0.41742 -1.46361 2.27911 0.130
H -1.04748 4.00099 0.02022 0.060
H -0.99125 2.64717 0.76752 -0.045
O -0.81450 3.52902 0.83206 -0.006
```

## Properties
* E_LUMO (spin up / spin down): -3.82 / -7.35 eV
* energy relative to the best compared isomer or geometry (same formula, charge and spin): 197.2 kJ/mol
* Kohn-Sham gap (spin up / spin down): 10.54 / 7.44 eV
* E_HOMO (spin up / spin down): -14.4 / -14.8 eV
* spin multiplicity: 2
* net charge: +1

The following is a DFT calculation (ωB97M-V with the def2-TZVPD basis set) of a cluster of 2 separate species, C5H11NO2 in total at a distorted geometry.

```
19
Properties=species:S:1:pos:R:3:lowdin_charge:R:1
C -0.58125 0.86644 1.88511 -0.068
C 0.01370 0.71391 0.51869 -0.315
C 1.35969 1.34132 0.32192 -0.049
C -0.84339 0.44319 -0.52283 -0.227
O -0.52723 0.78703 -1.81819 -0.017
H 0.07191 0.45849 2.65505 0.081
H -1.58535 0.45208 1.94201 0.078
H -0.70591 1.92865 2.11264 0.088
H 2.15736 0.63859 0.56589 0.085
H 1.52939 1.78893 -0.65589 0.077
H 1.49032 2.17499 1.01413 0.082
H -1.91671 0.45599 -0.36370 0.137
H 0.32405 0.39295 -2.07313 0.077
N 0.57108 -1.88397 -1.08703 0.068
C -0.75879 -1.98507 -0.58754 -0.391
O -1.52139 -2.75681 -1.17822 0.024
H 0.87198 -1.17641 -1.74037 0.055
H 0.91494 -2.74588 -1.49884 0.089
H -0.86442 -1.89443 0.51029 0.125
```

## Properties
* E_LUMO: 0.33 eV
* energy relative to the best compared isomer or geometry (same formula, charge and spin): 309.0 kJ/mol
* Kohn-Sham gap: 8.98 eV
* E_HOMO: -8.7 eV
* net charge: 0

DFT total energy readings, ordered: -327.0633 -326.9515 -327.1262 -327.0448 -326.7595 -326.7490 -402.2604 Ha